A single C4H6O2S2 molecule in a non-equilibrium geometry, computed with the ωB97M-V functional and the def2-TZVPD basis.

Computed properties:
structure (SMILES)	COC(=O)C(=S)CS
E_tot	-30009.57571	eV
highest occupied orbital energy	-9.0205	eV
LUMO	-1.361	eV
gap between HOMO and LUMO	7.7	eV

Each line ends with the Mulliken charge.
Atoms and positions in Å:
1 C 2.520 -0.495 -0.478  -0.5977
2 O 1.468 0.445 -0.427  -0.2609
3 C 0.328 0.017 0.129  0.7601
4 O 0.167 -1.096 0.598  -0.5728
5 C -0.736 1.044 0.096  0.1797
6 S -0.485 2.606 -0.216  -0.2073
7 C -2.045 0.502 0.558  -0.7482
8 S -2.911 -0.511 -0.645  -0.1724
9 H 3.066 -0.541 0.564  0.2565
10 H 3.232 -0.109 -1.348  0.2051
11 H 2.062 -1.528 -0.689  0.2880
12 H -2.731 1.275 0.865  0.3896
13 H -1.848 -0.071 1.427  0.3376
14 H -2.087 -1.538 -0.434  0.1426

***

19 unconnected molecules or ions with the total composition C35H97BO22S3 in a non-equilibrium geometry, computed with the ωB97M-V functional and the def2-TZVPD basis.

Computed properties:
E_tot	-116090.20080	eV
charge	-2
highest occupied orbital energy	-1.5020	eV
LUMO	2.966	eV
gap between HOMO and LUMO	4.5	eV

Each line ends with the Mulliken charge.
Atoms and positions in Å:
1 C -1.212 -1.286 -4.753  -0.9450
2 C -0.119 -0.970 -3.730  -0.0965
3 S -0.249 -2.200 -2.394  -0.2374
4 C 0.470 -1.396 -0.919  -0.4395
5 B -0.651 -1.455 0.368  -0.0597
6 C -1.475 -0.021 0.378  -1.8170
7 C -2.176 0.123 1.704  0.9632
8 C -3.485 -0.346 1.784  -0.7035
9 C -4.143 -0.296 2.977  -0.8502
10 C -3.518 0.207 4.093  -0.6850
11 C -2.234 0.712 4.029  -1.1267
12 C -1.543 0.673 2.812  2.3309
13 C -0.130 1.179 2.633  -2.0158
14 O -1.550 -2.611 0.076  -0.5365
15 C -1.214 -3.702 0.843  -0.5061
16 S -2.826 -4.400 1.405  -0.3537
17 C -0.147 -3.184 1.976  1.4774
18 C 1.219 -3.809 1.782  -1.1077
19 C 2.308 -3.138 2.620  -0.7906
20 C 1.853 -2.898 4.047  -0.2164
21 S 3.166 -2.097 5.027  -0.3929
22 C -0.779 -3.575 3.334  -0.4012
23 O -1.394 -2.716 4.004  -0.6148
24 O -0.559 -4.775 3.661  -0.8516
25 O -0.077 -1.826 1.663  0.9176
26 H -1.086 -2.326 -5.061  0.1486
27 H -1.184 -0.625 -5.615  0.3098
28 H -2.168 -1.245 -4.231  0.3010
29 H -0.269 0.016 -3.295  0.3704
30 H 0.850 -1.004 -4.232  0.0186
31 H 1.355 -1.956 -0.630  -0.2170
32 H 0.722 -0.361 -1.156  0.2993
33 H -0.802 0.817 0.193  0.3546
34 H -2.192 -0.069 -0.445  0.1926
35 H -3.985 -0.759 0.918  0.5376
36 H -5.160 -0.670 3.036  0.3986
37 H -4.053 0.207 5.036  0.3858
38 H -1.713 1.107 4.892  0.6432
39 H 0.427 0.507 1.991  0.1370
40 H -0.188 2.141 2.118  0.1969
41 H 0.368 1.329 3.588  0.4581
42 H -0.689 -4.517 0.323  0.3797
43 H -3.404 -3.293 1.888  0.1021
44 H 1.188 -4.882 1.960  0.3106
45 H 1.486 -3.698 0.724  0.3124
46 H 2.710 -2.214 2.197  0.3206
47 H 3.159 -3.831 2.664  0.5576
48 H 1.614 -3.851 4.513  0.3794
49 H 0.944 -2.301 4.080  0.0766
50 H 2.576 -1.944 6.221  0.1336
51 C -1.769 5.046 4.172  -0.3311
52 O -1.777 3.818 3.459  -0.2684
53 H -1.071 5.715 3.682  0.1225
54 H -2.766 5.490 4.157  0.1283
55 H -1.452 4.886 5.204  0.2500
56 H -2.401 3.216 3.881  0.1351
57 C 6.963 -3.625 5.266  -0.5383
58 O 6.904 -2.509 6.149  -0.4693
59 H 8.007 -3.847 5.054  0.2569
60 H 6.499 -4.498 5.730  0.2897
61 H 6.450 -3.391 4.332  0.2081
62 H 5.970 -2.337 6.316  0.2527
63 C 4.054 -0.849 -4.811  -0.4648
64 O 3.396 0.247 -5.462  -0.5871
65 H 3.583 -1.771 -5.137  0.2309
66 H 5.114 -0.870 -5.078  0.1200
67 H 3.947 -0.761 -3.728  0.3210
68 H 3.820 1.052 -5.151  0.2699
69 C 9.535 -0.544 7.017  -0.4916
70 O 9.777 -1.928 7.221  -0.5250
71 H 10.479 -0.056 6.781  0.2334
72 H 8.842 -0.400 6.186  0.2328
73 H 9.119 -0.094 7.924  0.2248
74 H 8.922 -2.329 7.416  0.3067
75 C -3.338 0.151 -7.860  -0.5119
76 O -1.943 0.399 -7.718  -0.4279
77 H -3.544 -0.830 -7.439  0.1037
78 H -3.923 0.902 -7.320  0.2944
79 H -3.629 0.156 -8.916  0.2853
80 H -1.758 1.266 -8.086  0.2433
81 C -2.626 -3.882 -8.279  -0.6621
82 O -3.601 -3.433 -7.345  -0.4510
83 H -1.819 -3.153 -8.289  0.2240
84 H -2.226 -4.855 -7.983  0.3077
85 H -3.053 -3.956 -9.285  0.3125
86 H -4.312 -4.079 -7.334  0.2561
87 C -2.937 -4.845 -4.608  0.0597
88 O -3.035 -6.258 -4.852  -0.5937
89 H -2.798 -4.343 -5.559  -0.2331
90 H -3.857 -4.481 -4.142  0.2469
91 H -2.088 -4.628 -3.958  0.2401
92 H -3.155 -6.683 -3.999  0.3123
93 C -2.690 7.635 0.952  -0.5004
94 O -1.874 7.397 2.096  -0.3785
95 H -3.702 7.827 1.301  0.2424
96 H -2.334 8.506 0.392  0.2605
97 H -2.696 6.759 0.301  0.1394
98 H -0.982 7.217 1.785  0.2386
99 C -1.225 9.322 5.451  -0.6525
100 O -1.566 8.029 4.986  -0.3372
101 H -0.767 9.215 6.433  0.1972
102 H -0.506 9.804 4.780  0.2497
103 H -2.112 9.957 5.544  0.2785
104 H -1.971 8.128 4.112  0.2381
105 C -3.308 3.442 -0.532  -0.4885
106 O -2.066 3.864 0.013  -0.5401
107 H -3.348 3.740 -1.579  0.3002
108 H -3.395 2.354 -0.458  0.1343
109 H -4.147 3.903 0.002  0.2420
110 H -2.068 3.574 0.935  0.2924
111 C -0.353 4.281 8.504  -0.5934
112 O -1.306 4.777 7.570  -0.4071
113 H 0.149 3.434 8.044  0.2201
114 H 0.389 5.047 8.747  0.2617
115 H -0.843 3.948 9.424  0.2571
116 H -1.750 5.527 7.974  0.2451
117 C -6.456 -5.521 -0.092  -0.3304
118 O -6.305 -5.198 1.280  -0.4558
119 H -6.618 -4.592 -0.635  -0.0299
120 H -5.551 -6.000 -0.475  0.2351
121 H -7.319 -6.181 -0.241  0.3148
122 H -6.148 -6.013 1.762  0.2621
123 C 8.274 -1.981 -4.830  -0.6314
124 O 7.647 -0.899 -5.509  -0.4512
125 H 7.789 -2.899 -5.150  0.2191
126 H 9.337 -2.033 -5.080  0.2846
127 H 8.160 -1.880 -3.747  0.2766
128 H 8.078 -0.086 -5.225  0.2628
129 C 6.799 2.149 -6.517  -0.0608
130 O 8.206 2.334 -6.326  -0.5234
131 H 6.531 1.193 -6.077  -0.1875
132 H 6.236 2.942 -6.021  0.2940
133 H 6.552 2.133 -7.580  0.2386
134 H 8.444 3.179 -6.713  0.2800
135 C -5.576 5.227 5.275  -0.6953
136 O -4.635 4.180 5.113  -0.3179
137 H -5.954 5.487 4.289  0.2253
138 H -6.414 4.909 5.903  0.2912
139 H -5.105 6.112 5.719  0.2527
140 H -4.297 3.952 5.983  0.2415
141 C -8.285 -1.948 -1.450  -0.4801
142 O -8.134 -1.629 -0.074  -0.5023
143 H -8.458 -1.019 -1.987  0.2488
144 H -7.379 -2.420 -1.839  0.1889
145 H -9.142 -2.614 -1.597  0.2295
146 H -7.970 -2.445 0.409  0.3117
147 C 3.206 1.990 -8.922  -0.5226
148 O 3.283 2.326 -7.547  -0.4805
149 H 3.133 2.915 -9.490  0.2344
150 H 4.099 1.445 -9.245  0.2513
151 H 2.321 1.379 -9.124  0.2130
152 H 3.347 1.498 -7.053  0.4164
153 C 4.430 -3.285 -0.356  -0.4941
154 O 3.799 -2.191 -1.006  -0.3950
155 H 3.923 -4.202 -0.647  0.2250
156 H 5.487 -3.345 -0.644  0.3285
157 H 4.349 -3.153 0.725  0.1359
158 H 4.243 -1.384 -0.738  0.2346

***

3 unconnected molecules or ions with the total composition C6H17NO, computed with the ωB97M-V functional and the def2-TZVPD basis.

Computed properties:
E_tot	-10031.06620	eV
highest occupied orbital energy	-8.2046	eV
LUMO	-0.171	eV
gap between HOMO and LUMO	8.0	eV

Each line ends with the Mulliken charge.
Atoms and positions in Å:
1 C -2.132 0.293 0.286  0.1065
2 C -1.534 1.410 -0.571  -1.0757
3 N -2.889 -0.610 -0.573  -0.6584
4 O -1.166 -0.366 1.084  -0.8148
5 H -0.228 -0.935 0.356  0.5311
6 H -2.856 0.737 0.981  0.4029
7 H -2.283 -1.014 -1.280  0.2915
8 H -3.250 -1.377 -0.016  0.2903
9 H -2.318 1.927 -1.126  0.4110
10 H -0.820 0.996 -1.289  0.1060
11 H -1.010 2.133 0.054  0.2758
12 C 1.923 -0.114 0.628  0.0620
13 C 2.452 0.403 -0.661  -1.1953
14 C 0.474 -1.688 -0.496  -1.5048
15 C 1.216 0.728 1.533  -0.6223
16 H 2.385 -1.008 1.024  0.4217
17 H 1.420 0.537 2.586  0.3041
18 H 1.742 1.081 -1.138  0.2781
19 H 3.356 0.986 -0.440  0.3749
20 H 2.727 -0.386 -1.358  0.3528
21 H 1.415 -2.230 -0.425  0.4433
22 H 0.388 -1.243 -1.488  0.2692
23 H -0.314 -2.440 -0.364  0.3894
24 H 1.231 1.787 1.274  0.3393
25 H 0.069 0.396 1.420  0.2214

***

A molecular structure, C29H38N4OP2V in a non-equilibrium geometry, computed with the ωB97M-V functional and the def2-TZVPD basis.

Computed properties:
E_tot	-82955.73865	eV
highest occupied orbital energy (alpha / beta)	-6.5955 / -6.9209	eV
LUMO (alpha / beta)	0.064 / -0.248	eV
gap between HOMO and LUMO (alpha / beta)	6.7 / 6.7	eV
spin multiplicity	4

Each line ends with the Mulliken charge.
Atoms and positions in Å:
1 V 0.165 -0.639 3.595  0.1566
2 C -1.088 1.209 4.129  -0.8360
3 C -1.471 0.583 2.914  -0.8453
4 C -0.934 0.868 1.554  0.3849
5 C 0.374 0.132 1.151  0.4132
6 C 1.532 0.069 2.102  -0.9193
7 C 1.714 0.936 3.196  -0.5450
8 C 1.067 2.280 3.284  -0.8717
9 C -0.140 2.346 4.258  -1.0416
10 C 1.594 -1.592 4.780  -1.5465
11 H -1.881 1.218 4.895  0.8720
12 H -2.321 -0.130 2.985  0.3839
13 H -0.827 1.949 1.360  0.1967
14 H -1.689 0.523 0.811  -0.3853
15 H 0.119 -0.895 0.829  0.4681
16 H 0.745 0.605 0.226  -0.0031
17 H 2.334 -0.641 1.843  0.6596
18 H 2.593 0.789 3.842  0.4738
19 H 0.752 2.620 2.282  0.2115
20 H 1.822 3.019 3.613  0.5262
21 H 0.232 2.438 5.295  0.4104
22 H -0.696 3.290 4.106  0.4270
23 H 1.665 -1.516 5.875  0.4163
24 H 2.605 -1.661 4.340  0.3509
25 H 1.019 -2.512 4.539  0.4081
26 P 1.480 -0.975 -1.493  -0.1992
27 P -2.167 -0.057 -1.426  0.2193
28 N 2.791 0.172 -1.792  0.5479
29 N 2.166 -2.256 -2.554  0.5318
30 N -2.331 1.601 -2.082  0.4423
31 N -3.662 -0.689 -2.121  0.2825
32 C 0.361 -0.158 -2.713  -0.7974
33 C -1.067 -0.745 -2.727  -1.3449
34 C 3.852 0.302 -0.884  -0.4564
35 C 4.867 1.017 -1.517  -0.7039
36 C 4.448 1.304 -2.844  -0.8246
37 C 3.173 0.779 -2.999  -0.1388
38 C 2.381 -3.563 -2.099  -0.3907
39 C 2.775 -4.352 -3.173  -0.6700
40 C 2.771 -3.519 -4.337  -0.6499
41 C 2.451 -2.232 -3.927  -0.1921
42 C -2.494 2.734 -1.275  -0.5438
43 C -2.327 3.880 -2.042  -0.7363
44 C -2.046 3.459 -3.382  -0.6810
45 C -2.088 2.067 -3.386  -0.4028
46 C -4.481 -0.194 -3.145  -0.2275
47 C -5.380 -1.188 -3.508  -0.6203
48 C -5.070 -2.355 -2.733  -0.5908
49 C -4.009 -2.036 -1.906  -0.4198
50 H 0.789 -0.282 -3.723  0.2319
51 H 0.339 0.931 -2.514  0.7326
52 H -1.519 -0.574 -3.716  0.4832
53 H -1.040 -1.842 -2.580  0.7215
54 H 3.757 -0.111 0.106  0.3302
55 H 5.806 1.288 -1.057  0.4239
56 H 4.984 1.838 -3.602  0.4602
57 H 2.503 0.792 -3.847  0.4409
58 H 2.249 -3.794 -1.055  0.3712
59 H 3.055 -5.394 -3.134  0.4254
60 H 2.968 -3.823 -5.359  0.4162
61 H 2.432 -1.315 -4.490  0.2467
62 H -2.744 2.626 -0.230  0.5838
63 H -2.395 4.901 -1.685  0.4187
64 H -1.826 4.094 -4.239  0.4389
65 H -2.019 1.369 -4.215  0.4422
66 H -4.360 0.809 -3.525  0.3762
67 H -6.146 -1.101 -4.262  0.4325
68 H -5.561 -3.314 -2.793  0.4264
69 H -3.456 -2.626 -1.191  0.3569
70 C -0.279 -0.239 6.833  -1.4602
71 C -0.868 -0.793 5.582  1.1675
72 O -1.903 -1.431 5.458  -0.6538
73 H 0.794 -0.023 6.751  0.3060
74 H -0.420 -0.956 7.659  0.3773
75 H -0.821 0.685 7.089  0.3047

***

A molecular structure, C24H24AsI3N3O4PdSe in a non-equilibrium geometry, computed with the ωB97M-V functional and the def2-TZVPD basis.

Computed properties:
E_tot	-191895.98005	eV
charge	+1
highest occupied orbital energy (alpha / beta)	-10.0688 / -10.0527	eV
LUMO (alpha / beta)	-6.361 / -5.785	eV
gap between HOMO and LUMO (alpha / beta)	3.7 / 4.3	eV

Each line ends with the Mulliken charge.
Atoms and positions in Å:
1 Pd -0.065 -0.337 -0.213  1.4170
2 I -7.016 2.231 0.960  0.1524
3 C -5.246 1.647 0.094  -0.2337
4 C -4.544 2.561 -0.713  -0.4269
5 C -3.344 2.187 -1.250  -0.2703
6 I -2.246 3.484 -2.415  0.1079
7 C -2.795 0.850 -0.992  0.0346
8 O -1.728 0.479 -1.495  -0.8110
9 C -3.554 -0.051 -0.135  0.8068
10 C -2.942 -1.383 0.185  -0.9973
11 N -1.734 -1.250 1.031  -0.1206
12 C -1.906 -0.513 2.284  -1.2337
13 C -1.664 0.959 2.079  0.8846
14 C -2.373 1.940 2.738  -0.8912
15 C -2.031 3.270 2.525  -0.5051
16 C -0.984 3.573 1.671  -0.8868
17 C -0.316 2.533 1.046  -0.7247
18 N -0.667 1.258 1.249  0.8094
19 C -4.748 0.346 0.370  -0.6215
20 H -4.948 3.546 -0.906  0.4184
21 H -3.687 -2.012 0.673  0.5240
22 H -2.610 -1.868 -0.727  0.1250
23 H -1.374 -2.177 1.200  0.3387
24 H -2.888 -0.676 2.727  0.4419
25 H -1.157 -0.878 2.983  0.4925
26 H -3.177 1.668 3.414  0.5114
27 H -2.580 4.060 3.027  0.4385
28 H -0.684 4.596 1.479  0.4818
29 H 0.518 2.700 0.376  0.6149
30 H -5.324 -0.332 0.992  0.4575
31 Se 1.621 -1.154 1.502  0.0510
32 C 2.385 0.498 1.624  0.3381
33 N 2.869 1.547 1.702  -0.5017
34 I 6.321 2.887 -5.780  0.1257
35 C 4.916 2.143 -4.437  -0.0184
36 C 3.822 2.924 -4.093  -0.6248
37 C 2.884 2.420 -3.201  -0.2975
38 C 3.034 1.143 -2.669  0.2070
39 C 4.134 0.375 -3.024  -0.1805
40 C 5.084 0.872 -3.907  -0.6705
41 C 2.003 0.594 -1.738  0.7425
42 O 1.090 1.344 -1.295  -0.6205
43 O 2.041 -0.627 -1.424  -0.6122
44 H 3.704 3.916 -4.515  0.3851
45 H 2.022 3.010 -2.912  0.4345
46 H 4.249 -0.615 -2.599  0.3656
47 H 5.946 0.276 -4.179  0.3914
48 C 2.161 -3.676 -2.054  -1.0330
49 As 0.459 -2.910 -2.423  0.8508
50 C 0.454 -1.594 -3.809  -0.9665
51 C -0.581 -4.360 -3.107  -1.2653
52 O -0.330 -2.396 -1.015  -0.6432
53 H 2.622 -4.035 -2.975  0.3909
54 H 1.978 -4.512 -1.384  0.3793
55 H 2.779 -2.930 -1.578  0.2583
56 H -0.185 -1.949 -4.613  0.4840
57 H 1.466 -1.431 -4.175  0.3750
58 H 0.060 -0.672 -3.398  0.1150
59 H -0.066 -4.825 -3.949  0.4166
60 H -1.541 -3.970 -3.438  0.3926
61 H -0.735 -5.091 -2.318  0.3963